{
  "formula": "C36H42Cl2NOP3Re",
  "method": "ωB97M-V/def2-TZVPD",
  "symbols": ["P", "C", "C", "H", "C", "H", "C", "H", "C", "H", "C", "H", "C", "C", "H", "C", "H", "C", "H", "C", "H", "C", "H", "C", "C", "H", "C", "H", "C", "H", "C", "H", "C", "H", "Re", "C", "C", "H", "C", "O", "H", "C", "H", "C", "Cl", "Cl", "P", "C", "H", "H", "H", "C", "H", "H", "H", "C", "H", "H", "H", "P", "C", "C", "H", "H", "H", "H", "H", "H", "C", "H", "H", "H", "H", "N", "C", "C", "C", "C", "C", "C", "C", "H", "H", "H", "H", "H"],
  "positions_angstrom": [[1.43, 1.78, -6.01], [2.99, 1.76, -5.18], [3.78, 1.08, -6.12], [3.30, 0.39, -6.81], [5.11, 1.45, -6.34], [5.63, 1.06, -7.22], [5.73, 2.33, -5.44], [6.77, 2.63, -5.63], [5.02, 2.81, -4.33], [5.57, 3.45, -3.62], [3.65, 2.50, -4.16], [3.15, 2.84, -3.24], [0.59, 0.22, -5.88], [1.10, -1.03, -5.44], [1.95, -1.10, -4.74], [0.53, -2.22, -5.92], [0.96, -3.20, -5.66], [-0.57, -2.21, -6.78], [-0.96, -3.13, -7.22], [-1.17, -0.99, -7.07], [-2.03, -0.94, -7.73], [-0.65, 0.19, -6.54], [-1.16, 1.14, -6.74], [0.39, 3.14, -5.26], [0.52, 3.97, -6.36], [1.26, 3.67, -7.13], [-0.28, 5.08, -6.60], [-0.13, 5.62, -7.54], [-1.22, 5.45, -5.64], [-1.84, 6.33, -5.83], [-1.33, 4.70, -4.46], [-2.06, 5.05, -3.72], [-0.54, 3.53, -4.24], [-0.65, 3.05, -3.26], [-0.11, -0.18, 0.20], [-2.03, -1.08, -0.54], [-2.37, -1.06, -1.85], [-2.63, -1.60, 0.21], [-1.47, -0.24, -2.73], [-2.22, 0.92, -3.23], [-1.70, 1.40, -3.89], [-0.46, 0.18, -1.79], [-0.95, -0.70, -3.57], [0.49, 0.84, -1.19], [-0.73, -1.10, 2.38], [1.94, 0.70, 1.30], [1.31, -2.00, -0.36], [2.29, -2.47, 1.11], [1.59, -2.80, 1.89], [2.79, -1.56, 1.46], [3.02, -3.24, 0.85], [0.35, -3.50, -0.79], [-0.13, -3.36, -1.77], [-0.43, -3.64, -0.03], [1.00, -4.38, -0.83], [2.57, -1.92, -1.68], [3.04, -0.92, -1.66], [2.12, -2.08, -2.67], [3.34, -2.68, -1.51], [-3.88, -1.77, -2.43], [-4.43, -2.82, -1.08], [-3.53, -2.74, -3.90], [-4.58, -2.20, -0.18], [-3.67, -3.59, -0.88], [-5.38, -3.28, -1.40], [-3.14, -2.09, -4.71], [-4.48, -3.20, -4.21], [-2.79, -3.52, -3.66], [-5.08, -0.48, -2.78], [-5.29, 0.07, -1.85], [-5.99, -0.98, -3.15], [-4.67, 0.21, -3.53], [1.16, 1.54, -1.63], [-0.94, 1.36, 0.96], [-1.09, 2.31, 1.57], [-1.20, 3.10, 2.69], [-2.48, 3.13, 3.26], [-2.64, 3.66, 4.53], [-1.53, 4.17, 5.22], [-0.24, 4.15, 4.64], [-0.06, 3.61, 3.37], [-3.30, 2.68, 2.70], [-3.64, 3.66, 4.98], [-1.67, 4.59, 6.22], [0.62, 4.55, 5.19], [0.92, 3.51, 2.91]],
  "lowdin_charge": [1.2240, -0.3425, -0.1278, 0.1063, -0.0372, 0.1267, -0.0255, 0.1287, -0.0316, 0.1272, -0.0240, 0.1154, -0.3606, -0.0767, 0.1040, -0.0588, 0.1207, -0.0533, 0.1240, -0.0610, 0.1227, -0.0994, 0.1162, -0.2780, -0.1790, 0.0921, -0.0415, 0.1239, -0.0438, 0.1239, -0.0436, 0.1227, -0.0517, 0.1023, 0.8954, -0.1297, -0.3772, 0.0228, -0.3634, -0.0332, 0.0514, -0.2642, 0.1308, -0.3717, -0.0620, 0.0282, 0.6625, -0.2916, 0.0291, -0.0255, 0.0555, -0.2453, 0.0308, 0.0447, 0.0605, -0.2231, 0.0473, 0.0229, 0.0611, 0.8647, -0.1694, -0.1581, 0.0756, 0.0826, 0.0760, 0.0577, 0.0752, 0.0750, -0.1582, 0.0830, 0.0732, 0.0634, 0.0556, -0.0618, -0.0717, -0.2156, -0.0184, -0.0504, -0.0380, -0.0457, 0.0036, 0.1263, 0.1190, 0.1177, 0.1211, 0.1171],
  "total_charge": 2,
  "homo_ev": [-11.7, -12.9],
  "lumo_ev": [-5.164, -8.495],
  "orbital_gap_ev": [6.51, 4.44],
  "molar_mass_g_mol": 854.77,
  "multiplicity": 4,
  "fmax_ev_per_a": 7.778
}

---

{
  "formula": "C3H3N2O2S",
  "method": "ωB97M-V/def2-TZVPD",
  "symbols": ["C", "C", "C", "N", "N", "O", "O", "S", "H", "H", "H"],
  "positions_angstrom": [[-0.32, 0.96, -0.17], [-2.29, -0.22, -0.11], [1.75, -0.23, 0.17], [-1.70, 0.89, -0.15], [0.33, -0.19, 0.10], [0.31, 2.00, -0.37], [-3.42, -0.57, -0.18], [-0.94, -1.72, -0.24], [2.01, 0.80, 0.50], [2.00, -0.96, 1.17], [2.27, -0.76, -0.72]],
  "lowdin_charge": [-0.6900, -0.8261, -0.1705, 0.1027, -0.3135, -0.0223, -0.0449, 0.6937, 0.0741, 0.1121, 0.0847],
  "total_charge": -1,
  "homo_ev": -4.6,
  "smiles": "Cn1sc([O-])nc1=O",
  "lumo_ev": 3.478,
  "orbital_gap_ev": 8.04,
  "molar_mass_g_mol": 131.14,
  "fmax_ev_per_a": 4.081
}

---

{
  "formula": "C11H15N",
  "method": "ωB97M-V/def2-TZVPD",
  "symbols": ["C", "C", "H", "H", "H", "H", "H", "H", "C", "C", "C", "C", "C", "C", "C", "C", "C", "N", "H", "H", "H", "H", "H", "H", "H", "H", "H"],
  "positions_angstrom": [[2.35, 2.41, 1.16], [3.10, 2.51, -0.19], [1.58, 3.22, 1.29], [1.86, 1.45, 1.34], [3.06, 2.70, 1.99], [4.15, 2.73, -0.02], [2.74, 3.33, -0.85], [3.01, 1.65, -0.84], [1.48, -1.43, -0.87], [-0.97, -0.94, -0.33], [0.18, -1.80, -0.18], [-2.10, -1.56, 0.29], [-0.26, -2.93, 0.47], [-1.22, 0.28, -1.01], [-2.46, 0.83, -0.84], [-3.49, 0.30, -0.05], [-3.29, -0.91, 0.59], [-1.57, -2.75, 0.81], [-0.51, 0.76, -1.71], [-2.67, 1.79, -1.26], [-4.46, 0.87, 0.10], [1.79, -0.39, -0.51], [1.32, -1.57, -1.91], [0.36, -3.79, 0.76], [-2.11, -3.51, 1.20], [-4.24, -1.27, 1.12], [2.37, -2.01, -0.57]],
  "lowdin_charge": [-0.1704, -0.1778, 0.0708, 0.0432, 0.0720, 0.0574, 0.0645, 0.0374, -0.0466, -0.1357, -0.2297, -0.1890, -0.0621, -0.0354, -0.1312, -0.1144, -0.0462, 0.0442, 0.1186, 0.0905, 0.1189, 0.0767, 0.0661, 0.1238, 0.1512, 0.1278, 0.0754],
  "total_charge": 0,
  "homo_ev": -7.8,
  "smiles": "Cc1c[nH]c2ccccc12.CC",
  "lumo_ev": 0.943,
  "orbital_gap_ev": 8.75,
  "molar_mass_g_mol": 161.25,
  "fmax_ev_per_a": 2.778
}

---

{
  "formula": "C24H25ClN2OOsPSe",
  "method": "ωB97M-V/def2-TZVPD",
  "symbols": ["Os", "Cl", "C", "O", "P", "C", "C", "C", "C", "C", "C", "C", "C", "H", "H", "H", "H", "H", "C", "C", "C", "C", "C", "H", "H", "H", "H", "H", "C", "C", "C", "C", "C", "H", "H", "H", "H", "H", "H", "H", "C", "N", "C", "C", "N", "C", "C", "Se", "H", "H", "H", "H", "H", "H", "H", "H"],
  "positions_angstrom": [[0.05, 0.09, 1.36], [-0.07, 2.30, 2.48], [-0.91, -1.32, 0.70], [-1.69, -2.18, 0.41], [0.26, 0.80, -0.74], [1.94, 1.24, -1.33], [-0.38, -0.17, -2.17], [-0.78, 2.32, -0.76], [-1.53, 0.20, -2.88], [-1.93, -0.53, -4.01], [-1.20, -1.63, -4.45], [-0.08, -2.02, -3.72], [0.32, -1.31, -2.58], [-2.12, 1.06, -2.55], [-2.83, -0.23, -4.54], [-1.49, -2.16, -5.37], [0.49, -2.89, -4.04], [1.19, -1.66, -2.01], [2.94, 1.35, -0.38], [4.24, 1.72, -0.73], [4.57, 1.95, -2.06], [3.58, 1.80, -3.03], [2.27, 1.44, -2.68], [2.69, 1.15, 0.65], [4.99, 1.82, 0.04], [5.60, 2.25, -2.33], [3.84, 1.97, -4.07], [1.51, 1.30, -3.47], [-0.35, 3.45, -1.47], [-1.18, 4.58, -1.51], [-2.41, 4.59, -0.86], [-2.81, 3.47, -0.13], [-2.00, 2.33, -0.09], [0.61, 3.45, -1.98], [-0.87, 5.46, -2.08], [-3.07, 5.46, -0.91], [-3.74, 3.48, 0.42], [-2.29, 1.45, 0.50], [2.47, 1.20, 2.39], [1.69, 1.03, 2.42], [1.22, -4.63, 3.48], [0.01, -3.87, 3.70], [-1.22, -4.41, 4.07], [-2.14, -3.43, 4.01], [-1.49, -2.27, 3.59], [-2.13, -0.97, 3.44], [-0.15, -2.53, 3.45], [1.16, -1.30, 2.84], [1.52, -5.19, 4.37], [1.99, -3.89, 3.22], [1.11, -5.34, 2.65], [-1.38, -5.43, 4.36], [-3.20, -3.43, 4.23], [-3.14, -1.14, 3.04], [-2.17, -0.46, 4.42], [-1.52, -0.32, 2.71]],
  "lowdin_charge": [0.7169, 0.1059, -0.4083, 0.1598, 0.9080, -0.3552, -0.3737, -0.3539, -0.0708, -0.0344, -0.0207, -0.0337, -0.0897, 0.1002, 0.1229, 0.1342, 0.1256, 0.1209, -0.1029, -0.0324, -0.0173, -0.0251, -0.0689, 0.0072, 0.1231, 0.1367, 0.1276, 0.1239, 0.0437, 0.0882, 0.0357, 0.0442, -0.0613, 0.1322, 0.1582, 0.1501, 0.1446, 0.1048, 0.1095, -0.1539, 0.0181, -0.0849, 0.0414, 0.0345, -0.1138, -0.0049, -0.5238, 0.9318, 0.1264, 0.0620, 0.1255, 0.1546, 0.1595, 0.1303, 0.1347, -0.0134],
  "total_charge": 3,
  "homo_ev": [-17.1, -17.1],
  "lumo_ev": [-10.053, -13.325],
  "orbital_gap_ev": [7.04, 3.80],
  "molar_mass_g_mol": 693.09,
  "multiplicity": 5,
  "fmax_ev_per_a": 8.724
}

---

{
  "formula": "C22H15ClEuN8O2S2Se2",
  "method": "ωB97M-V/def2-TZVPD",
  "symbols": ["Eu", "N", "C", "N", "C", "C", "S", "C", "C", "S", "C", "N", "N", "H", "H", "H", "H", "H", "H", "N", "C", "N", "C", "N", "Cl", "C", "C", "C", "C", "C", "C", "C", "O", "O", "H", "H", "H", "H", "Se", "C", "N", "Se", "C", "C", "C", "C", "C", "C", "H", "H", "H", "H", "H"],
  "positions_angstrom": [[-1.05, -0.13, 0.43], [1.23, -2.81, -0.94], [1.21, -2.83, 0.39], [0.34, -2.17, 1.13], [0.60, -2.31, 2.48], [1.59, -3.16, 2.78], [2.32, -3.77, 1.35], [-0.15, -1.49, 3.44], [-0.09, -1.55, 4.78], [-1.10, -0.31, 5.47], [-1.55, 0.19, 3.87], [-0.99, -0.52, 2.94], [-2.40, 1.20, 3.67], [0.80, -1.99, -1.39], [2.03, -3.18, -1.45], [1.98, -3.38, 3.74], [0.48, -2.22, 5.37], [-2.67, 1.83, 4.41], [-2.50, 1.52, 2.73], [-2.72, -1.95, 0.17], [-3.58, -2.66, 0.55], [-4.57, -3.30, 1.06], [-4.70, -4.57, 0.75], [-4.81, -5.67, 0.47], [5.72, 5.45, 0.63], [4.38, 4.34, 0.67], [4.59, 3.00, 0.32], [3.53, 2.11, 0.45], [2.30, 2.51, 0.95], [2.10, 3.85, 1.28], [3.15, 4.76, 1.15], [1.15, 1.51, 1.09], [0.02, 1.91, 1.46], [1.35, 0.31, 0.72], [5.54, 2.67, -0.05], [3.63, 1.07, 0.16], [1.13, 4.15, 1.65], [3.04, 5.79, 1.43], [-4.94, 3.49, 0.94], [-3.70, 2.20, 0.66], [-2.91, 1.35, 0.57], [0.18, 0.28, -2.18], [-0.50, -0.19, -3.90], [0.18, -1.14, -4.67], [-0.16, -1.39, -5.98], [-1.21, -0.73, -6.58], [-1.91, 0.19, -5.84], [-1.55, 0.48, -4.53], [1.02, -1.66, -4.22], [0.45, -2.12, -6.52], [-1.45, -0.93, -7.63], [-2.74, 0.73, -6.27], [-2.11, 1.22, -3.97]],
  "lowdin_charge": [1.7195, 0.0988, -0.6951, -0.0345, -0.3369, -0.3635, 1.0482, -0.3366, -0.3304, 1.0530, -0.6936, -0.0200, 0.1399, -0.0197, 0.1068, 0.0628, 0.0584, 0.1112, 0.0340, -0.0281, -0.3870, 0.0517, -0.4486, 0.0690, 0.6413, -0.6723, -0.0943, -0.0139, -0.1221, -0.0069, -0.1004, -0.6433, -0.1199, -0.1950, 0.0988, 0.1163, 0.1183, 0.0969, 0.3996, -0.9450, -0.1252, 0.5522, -0.6745, -0.1608, -0.1151, -0.1202, -0.1060, -0.1387, 0.0805, 0.0963, 0.0989, 0.0983, 0.0971],
  "total_charge": -1,
  "homo_ev": [-5.6, -5.6],
  "lumo_ev": [1.212, 1.893],
  "orbital_gap_ev": [6.77, 7.45],
  "molar_mass_g_mol": 832.89,
  "multiplicity": 7,
  "fmax_ev_per_a": 1.550
}

---

{
  "formula": "C16H37NO",
  "method": "ωB97M-V/def2-TZVPD",
  "symbols": ["C", "C", "C", "C", "C", "C", "C", "C", "C", "C", "C", "C", "C", "C", "N", "H", "H", "H", "H", "H", "H", "H", "H", "H", "H", "H", "H", "H", "H", "H", "H", "H", "H", "H", "H", "H", "H", "H", "H", "H", "H", "H", "H", "H", "H", "H", "H", "C", "C", "O", "H", "H", "H", "H", "H"],
  "positions_angstrom": [[0.51, -2.99, 4.75], [-0.92, -2.51, 4.42], [-1.04, -1.85, 3.04], [-2.21, -0.87, 3.02], [-2.44, -0.12, 1.70], [-3.16, -0.93, 0.61], [-2.30, -1.92, -0.20], [-0.85, -1.51, -0.42], [-0.19, -2.31, -1.56], [1.34, -2.08, -1.56], [1.76, -1.09, -2.66], [3.03, -0.29, -2.37], [2.98, 0.61, -1.12], [2.39, 1.99, -1.38], [0.89, 1.99, -1.31], [0.47, -3.99, 5.18], [1.15, -3.00, 3.88], [0.94, -2.35, 5.53], [-1.22, -1.79, 5.18], [-1.61, -3.36, 4.47], [-1.23, -2.65, 2.32], [-0.10, -1.35, 2.81], [-3.13, -1.36, 3.34], [-2.00, -0.11, 3.77], [-1.53, 0.35, 1.35], [-3.11, 0.71, 1.95], [-3.93, -1.51, 1.12], [-3.69, -0.27, -0.07], [-2.74, -2.00, -1.19], [-2.33, -2.93, 0.21], [-0.23, -1.63, 0.46], [-0.83, -0.46, -0.75], [-0.35, -3.38, -1.40], [-0.61, -1.99, -2.51], [1.86, -3.02, -1.72], [1.68, -1.71, -0.59], [1.96, -1.67, -3.56], [0.94, -0.41, -2.93], [3.91, -0.93, -2.32], [3.20, 0.37, -3.22], [2.42, 0.17, -0.30], [4.00, 0.77, -0.77], [2.71, 2.40, -2.34], [2.75, 2.67, -0.61], [0.55, 2.58, -0.56], [0.44, 2.35, -2.20], [0.57, 1.04, -1.11], [-0.23, 5.71, -1.68], [0.05, 4.86, -2.93], [-0.70, 3.73, -2.96], [0.01, 5.15, -0.76], [0.38, 6.63, -1.67], [-1.28, 6.01, -1.64], [1.17, 4.72, -2.94], [-0.11, 5.55, -3.79]],
  "lowdin_charge": [-0.1053, -0.2563, -0.2322, -0.2160, -0.2163, -0.1918, -0.2041, -0.2295, -0.1951, -0.1989, -0.2076, -0.1952, -0.1879, -0.1485, 0.1941, 0.0628, 0.0626, 0.0648, 0.0987, 0.1036, 0.1045, 0.1070, 0.1175, 0.1100, 0.0955, 0.1078, 0.1071, 0.1081, 0.1110, 0.1082, 0.0902, 0.1023, 0.1119, 0.1124, 0.1104, 0.0872, 0.1150, 0.1068, 0.1132, 0.1114, 0.1037, 0.1158, 0.1260, 0.1231, 0.1496, 0.1134, 0.1092, -0.1417, -0.5702, -0.3668, 0.0363, 0.0547, 0.0581, 0.0668, 0.0827],
  "total_charge": 0,
  "homo_ev": -6.5,
  "lumo_ev": 0.166,
  "orbital_gap_ev": 6.64,
  "molar_mass_g_mol": 259.48,
  "fmax_ev_per_a": 1.516
}